This record from the OMol25 dataset describes 2 unconnected molecules or ions with the total composition C4H9NO2. The level of theory is the ωB97M-V functional and the def2-TZVPD basis.

Last column: Löwdin charge in e.
Geometry (Å):
C  -1.5920  0.8973  0.5762  -0.09
C  -1.7726  -0.5540  0.1510  -0.24
N  -0.5041  -1.2737  0.1370  0.08
C  0.2564  -1.6420  1.0036  -0.32
O  1.0680  -2.0478  1.7480  0.15
O  1.0481  0.5253  -1.6435  -0.14
C  2.2802  0.5447  -0.9566  -0.17
H  -0.9020  1.4030  -0.1063  0.07
H  -2.5568  1.4151  0.5619  0.08
H  -1.1872  0.9564  1.5924  0.08
H  -2.4709  -1.0801  0.8112  0.11
H  -2.1794  -0.6048  -0.8621  0.11
H  0.5855  -0.2792  -1.3666  0.04
H  2.9610  -0.2540  -1.2879  0.08
H  2.7570  1.5055  -1.1679  0.08
H  2.1550  0.4588  0.1341  0.07

Forces on the atoms, in the same order (eV/Å):
0.0 0.0 0.0
-0.2 0.1 0.0
0.4 -0.3 0.5
0.1 -0.1 0.0
-0.5 0.3 -0.5
-0.2 -0.2 0.0
0.4 0.1 0.2
-0.1 0.0 0.1
0.1 -0.1 0.0
-0.1 0.0 -0.1
0.1 0.1 -0.1
0.1 0.0 0.1
0.0 0.2 -0.1
-0.2 0.1 0.0
-0.1 -0.1 0.0
0.0 0.0 -0.2

Calculated values
* LUMO: 0.0245 Eh
* energy: -9878.595 eV
* frontier orbital gap: 10.8 eV
* SMILES: CCN=C=O.CO

=====

This record from the OMol25 dataset describes 4 unconnected molecules or ions with the total composition C6H19NO4 at a distorted geometry. The level of theory is the ωB97M-V functional and the def2-TZVPD basis.

Last column: Löwdin charge in e.
Geometry (Å):
C  1.9812  -1.3528  0.1256  -0.22
C  1.7699  -2.2541  1.3552  -0.09
C  0.6618  -0.9644  -0.5279  -0.22
N  0.4283  0.4812  -0.6725  -0.04
C  -1.1761  2.3328  -0.5387  -0.04
C  -0.5949  1.0911  0.1695  -0.38
C  0.0237  1.5251  1.4681  -0.21
O  -0.2341  1.0697  2.5516  0.06
H  2.5017  -0.4414  0.4074  0.10
H  2.6618  -1.8830  -0.5397  0.10
H  0.9915  -1.8239  1.9955  0.06
H  2.6734  -2.4366  1.9162  0.07
H  1.3426  -3.2066  1.0309  0.08
H  0.5024  -1.4091  -1.5232  0.11
H  -0.2116  -1.3873  -0.0467  0.10
H  1.2558  1.0573  -0.6532  0.10
H  -1.6469  2.0564  -1.4843  0.08
H  -0.3649  3.0591  -0.6856  0.08
H  -1.9058  2.8506  0.0915  0.09
H  -1.4481  0.4279  0.3095  0.12
H  0.7723  2.3337  1.3670  0.14
H  -3.0295  -1.3828  -0.9579  0.03
H  -1.8268  -1.1494  -1.9024  0.01
O  -2.6471  -1.6419  -1.8027  -0.05
H  -2.7042  -0.9606  2.8059  0.04
H  -1.2506  -0.6098  2.3365  -0.01
O  -2.0534  -1.1114  2.1140  -0.07
H  0.7381  2.5254  -3.1225  0.03
H  1.2465  1.1894  -2.5904  0.00
O  1.5430  2.0152  -2.9967  -0.07

Forces on the atoms, in the same order (eV/Å):
0.1 -0.6 0.6
-0.9 0.3 -0.5
-0.5 0.1 -1.0
-0.6 -0.2 0.0
0.5 0.3 0.5
-0.7 0.7 -0.9
-0.3 -0.1 0.1
0.2 -0.2 0.3
0.1 0.2 0.2
-0.1 0.1 -0.3
0.3 0.1 0.2
0.2 0.0 0.2
0.2 -0.1 0.0
0.8 0.0 0.0
0.0 0.0 0.8
0.4 -0.1 0.0
0.2 0.0 0.1
-0.2 -0.1 -0.4
-0.1 -0.2 0.0
0.4 -0.4 0.3
0.2 0.0 0.0
0.2 0.0 0.0
-0.1 0.1 0.1
-0.1 -0.1 -0.1
0.3 0.1 0.1
-0.5 0.1 0.3
0.1 -0.3 -0.4
0.0 0.0 0.0
-0.2 0.2 -0.1
0.2 0.0 0.0

Calculated values
* LUMO: 0.0234 Eh
* energy: -16209.611 eV
* frontier orbital gap: 9.9 eV
* SMILES: CCCN[C@H](C)C=O.O.O.O

=====

no.,HOMO level (eV)
1,-10.2
2,-9.3